Arrangement w

{
  "formula": "C4H9N3O2",
  "method": "ωB97M-V with the def2-TZVPD basis set",
  "species": ["N", "C", "O", "N", "O", "H", "H", "C", "C", "C", "N", "H", "H", "H", "H", "H", "H", "H"],
  "positions_angstrom": [[-1.604, -1.501, 0.308], [-1.895, -0.175, 0.252], [-2.865, 0.311, -0.271], [-1.185, 0.583, 1.418], [-0.302, 1.065, 2.106], [-0.978, -1.805, 1.037], [-2.323, -2.159, 0.048], [1.181, -0.752, 0.579], [0.966, 0.316, -0.262], [0.733, 0.230, -1.737], [1.050, 1.579, 0.281], [1.292, -1.729, 0.138], [1.769, -0.660, 1.481], [-0.217, 0.705, -1.985], [0.712, -0.803, -2.069], [1.524, 0.759, -2.271], [0.565, 2.330, -0.186], [1.578, 1.708, 1.132]],
  "homo_ev": [-7.80, -7.80],
  "lumo_ev": [0.04, -0.31],
  "smiles": "NC(=O)N=O.C=C(C)N",
  "gap_ha": [0.2883, 0.2754]
}


Arrangement x

{
  "formula": "C4H9N3O2",
  "method": "ωB97M-V with the def2-TZVPD basis set",
  "species": ["C", "N", "C", "O", "N", "C", "C", "N", "O", "H", "H", "H", "H", "H", "H", "H", "H", "H"],
  "positions_angstrom": [[0.347, -1.543, 2.025], [0.083, -0.569, 0.994], [0.821, 0.455, 0.726], [1.740, 1.116, 1.136], [0.111, 0.933, -0.742], [1.126, 0.988, -1.804], [-0.976, -0.238, -0.725], [-2.195, 0.286, -0.267], [-0.904, -1.071, -1.596], [-0.471, -1.585, 2.748], [1.267, -1.309, 2.567], [0.459, -2.535, 1.581], [-0.361, 1.835, -0.701], [0.702, 1.390, -2.721], [1.458, -0.034, -1.976], [1.921, 1.661, -1.483], [-2.174, 0.576, 0.701], [-2.952, -0.354, -0.463]],
  "homo_ev": -9.26,
  "lumo_ev": 0.71,
  "smiles": "C/N=C(\\[O-])[N@@H+](C)C(N)=O",
  "gap_ha": 0.3662
}


arrangement x (0.1635 hartree below the next structure)


Arrangement w

{
  "formula": "C3H2O2",
  "method": "ωB97M-V with the def2-TZVPD basis set",
  "species": ["C", "C", "C", "O", "O", "H", "H"],
  "positions_angstrom": [[0.080, -0.477, 0.084], [-2.297, 0.815, 0.486], [-1.101, -1.044, -0.003], [-2.032, -1.786, -0.133], [-3.089, 1.179, -0.242], [0.824, -0.897, -0.555], [0.070, 0.586, 0.412]],
  "homo_ev": -9.54,
  "lumo_ev": 0.01,
  "gap_ha": 0.3510
}


Arrangement x

{
  "formula": "C3H2O2",
  "method": "ωB97M-V with the def2-TZVPD basis set",
  "species": ["C", "C", "C", "O", "O", "H", "H"],
  "positions_angstrom": [[0.582, 0.693, -1.095], [-0.348, 1.442, -1.255], [0.314, -1.162, 1.109], [-0.903, -1.500, 1.498], [0.272, -1.621, 2.344], [1.403, 0.166, -1.385], [-1.320, 1.981, -1.216]],
  "homo_ev": -10.45,
  "lumo_ev": 0.42,
  "gap_ha": 0.3994
}


arrangement w (0.2214 hartree below the next structure)


Arrangement w

{
  "formula": "C5H12N2",
  "method": "ωB97M-V with the def2-TZVPD basis set",
  "species": ["C", "C", "N", "C", "C", "C", "N", "H", "H", "H", "H", "H", "H", "H", "H", "H", "H", "H", "H"],
  "positions_angstrom": [[-0.514, 1.806, -0.264], [-0.177, 1.026, 1.029], [-0.978, 1.641, 2.063], [-0.581, -0.529, 0.695], [0.480, -1.138, -0.201], [0.422, -1.599, -1.453], [1.471, -2.211, -2.025], [0.204, 1.661, -1.064], [-1.399, 1.363, -0.545], [-0.725, 2.984, -0.209], [0.777, 0.816, 1.362], [-0.420, 2.357, 2.488], [-0.992, 0.928, 2.759], [-1.565, -0.653, 0.212], [-0.535, -1.006, 1.694], [1.361, -1.523, 0.325], [-0.557, -1.490, -2.073], [2.385, -1.705, -1.888], [1.344, -2.727, -2.905]],
  "homo_ev": -7.91,
  "lumo_ev": 1.12,
  "smiles": "C[C@@H](N)C/C=C/N",
  "gap_ha": 0.3318
}


Arrangement x

{
  "formula": "C5H12N2",
  "method": "ωB97M-V with the def2-TZVPD basis set",
  "species": ["C", "C", "C", "C", "N", "C", "N", "H", "H", "H", "H", "H", "H", "H", "H", "H", "H", "H", "H"],
  "positions_angstrom": [[-0.932, 1.319, 0.297], [0.529, 1.295, 0.796], [1.836, 0.372, -0.339], [2.258, -0.886, -0.342], [-1.217, 0.486, -0.884], [-1.484, -0.951, -0.418], [-0.833, -1.498, 0.736], [-1.565, 1.030, 1.141], [-1.051, 2.384, 0.009], [0.823, 0.612, 1.589], [1.110, 2.143, 0.474], [2.146, 1.262, -0.881], [3.205, -1.200, -0.783], [1.931, -1.723, 0.276], [-0.410, 0.579, -1.514], [-2.574, -0.952, -0.314], [-1.232, -1.594, -1.265], [-1.275, -1.354, 1.640], [0.055, -1.017, 0.816]],
  "homo_ev": -8.64,
  "lumo_ev": 1.07,
  "gap_ha": 0.3569
}


Arrangement y

{
  "formula": "C5H12N2",
  "method": "ωB97M-V with the def2-TZVPD basis set",
  "species": ["N", "C", "C", "C", "C", "C", "N", "H", "H", "H", "H", "H", "H", "H", "H", "H", "H", "H", "H"],
  "positions_angstrom": [[-1.530, 1.434, 1.793], [-1.124, 1.193, 0.407], [-0.570, -0.220, 0.217], [0.917, -0.344, 0.618], [1.590, -1.083, -0.537], [0.721, -0.692, -1.722], [-0.647, -0.620, -1.212], [-2.351, 2.002, 1.919], [-0.786, 1.805, 2.366], [-0.380, 1.917, 0.070], [-2.001, 1.301, -0.230], [-1.159, -0.897, 0.830], [1.041, -0.874, 1.563], [1.369, 0.628, 0.812], [2.639, -0.807, -0.659], [1.532, -2.161, -0.363], [0.796, -1.351, -2.582], [1.004, 0.314, -2.039], [-1.062, -1.543, -1.251]],
  "homo_ev": -8.73,
  "lumo_ev": 1.18,
  "smiles": "NC[C@@H]1CCCN1",
  "gap_ha": 0.3644
}


arrangement y (0.0605 hartree below the next structure)


Arrangement w

{
  "formula": "C5H12N2",
  "method": "ωB97M-V with the def2-TZVPD basis set",
  "species": ["C", "C", "N", "C", "C", "C", "N", "H", "H", "H", "H", "H", "H", "H", "H", "H", "H", "H", "H"],
  "positions_angstrom": [[1.856, -0.305, -1.512], [1.427, -0.099, -0.266], [2.208, 0.555, 0.705], [0.248, -0.829, 0.296], [-0.978, 0.044, 0.653], [-1.424, 0.851, -0.567], [-2.059, -0.766, 1.148], [2.667, 0.278, -1.936], [1.136, -0.624, -2.261], [3.049, 0.973, 0.327], [1.703, 1.272, 1.210], [0.530, -1.387, 1.195], [-0.093, -1.591, -0.402], [-0.705, 0.765, 1.435], [-2.383, 1.312, -0.302], [-0.726, 1.666, -0.713], [-1.636, 0.197, -1.409], [-2.890, -0.808, 0.587], [-1.928, -1.504, 1.815]],
  "homo_ev": -8.33,
  "lumo_ev": 1.07,
  "smiles": "C=C(N)C[C@@H](C)N",
  "gap_ha": 0.3454
}


Arrangement x

{
  "formula": "C5H12N2",
  "method": "ωB97M-V with the def2-TZVPD basis set",
  "species": ["C", "C", "N", "C", "C", "C", "N", "H", "H", "H", "H", "H", "H", "H", "H", "H", "H", "H", "H"],
  "positions_angstrom": [[-1.061, 1.518, -0.980], [-0.374, 0.169, -1.262], [-0.326, -0.128, -2.694], [0.952, -0.063, -0.536], [0.764, 0.134, 1.021], [0.232, -0.916, 1.633], [0.151, -0.922, 3.065], [-1.216, 1.584, 0.093], [-0.471, 2.296, -1.439], [-2.001, 1.502, -1.545], [-1.043, -0.624, -0.831], [-1.065, -0.724, -3.038], [-0.321, 0.685, -3.292], [1.686, 0.708, -0.777], [1.356, -1.082, -0.718], [1.092, 1.048, 1.523], [-0.405, -1.699, 1.236], [0.121, -0.080, 3.603], [0.294, -1.814, 3.499]],
  "homo_ev": -7.94,
  "lumo_ev": 1.17,
  "smiles": "C[C@@H](N)C/C=C/N",
  "gap_ha": 0.3351
}


Arrangement y

{
  "formula": "C5H12N2",
  "method": "ωB97M-V with the def2-TZVPD basis set",
  "species": ["C", "C", "C", "C", "N", "C", "N", "H", "H", "H", "H", "H", "H", "H", "H", "H", "H", "H", "H"],
  "positions_angstrom": [[0.363, 0.011, 2.260], [0.721, -1.018, 1.161], [0.275, -0.616, -0.280], [0.782, 0.786, -0.589], [0.239, 1.222, -1.836], [-0.771, 0.595, -2.258], [-1.853, 0.371, -1.481], [1.220, 0.719, 2.375], [0.312, -0.539, 3.247], [-0.643, 0.585, 2.181], [0.162, -1.962, 1.374], [1.815, -1.164, 1.087], [0.872, -1.265, -0.943], [-0.698, -0.911, -0.593], [0.402, 1.565, 0.175], [1.852, 0.866, -0.515], [-1.115, 0.619, -3.307], [-1.817, 0.705, -0.555], [-2.118, -0.569, -1.502]],
  "homo_ev": -8.65,
  "lumo_ev": 0.90,
  "smiles": "CCCC/N=C\\N",
  "gap_ha": 0.3509
}


Arrangement z

{
  "formula": "C5H12N2",
  "method": "ωB97M-V with the def2-TZVPD basis set",
  "species": ["C", "C", "C", "N", "C", "C", "N", "H", "H", "H", "H", "H", "H", "H", "H", "H", "H", "H", "H"],
  "positions_angstrom": [[1.135, -1.064, -0.257], [0.820, 0.461, -0.727], [-0.045, 1.444, 0.181], [-1.929, -1.143, -0.070], [-2.132, -0.061, 0.743], [-1.495, 1.230, 0.766], [2.100, -0.918, 0.861], [0.182, -1.379, 0.260], [1.580, -1.769, -0.895], [1.827, 0.746, -0.971], [0.410, 0.623, -1.719], [0.103, 2.318, -0.418], [0.640, 1.363, 1.027], [-1.642, -0.793, -1.108], [-1.465, -0.347, -1.846], [-2.818, -0.106, 1.606], [-2.131, 2.048, 0.453], [3.026, -1.170, 0.471], [1.836, -1.483, 1.641]],
  "homo_ev": -7.67,
  "lumo_ev": -2.29,
  "gap_ha": 0.1978
}


arrangement w (0.0220 hartree below the next structure)


Arrangement w

{
  "formula": "C5H12N2",
  "method": "ωB97M-V with the def2-TZVPD basis set",
  "species": ["C", "C", "N", "C", "C", "C", "N", "H", "H", "H", "H", "H", "H", "H", "H", "H", "H", "H", "H"],
  "positions_angstrom": [[-0.381, -1.912, 0.192], [-0.888, -0.520, 0.150], [-2.136, -0.412, -0.476], [-0.074, 0.557, 0.285], [-0.498, 1.928, -0.166], [1.389, 0.439, 0.624], [2.085, 0.185, -0.639], [0.463, -2.016, -0.672], [-1.188, -2.637, 0.250], [0.263, -2.075, 1.052], [-2.519, 0.519, -0.500], [-2.797, -1.125, -0.207], [-0.783, 1.960, -1.222], [0.313, 2.637, -0.037], [-1.344, 2.282, 0.427], [1.545, -0.378, 1.347], [1.757, 1.374, 1.059], [3.069, 0.012, -0.458], [1.724, -0.818, -1.007]],
  "homo_ev": -7.63,
  "lumo_ev": 0.97,
  "smiles": "C/C(N)=C(/C)CN",
  "gap_ha": 0.3159
}


Arrangement x

{
  "formula": "C5H12N2",
  "method": "ωB97M-V with the def2-TZVPD basis set",
  "species": ["C", "C", "C", "C", "N", "C", "N", "H", "H", "H", "H", "H", "H", "H", "H", "H", "H", "H", "H"],
  "positions_angstrom": [[2.099, -1.286, -1.977], [1.022, -1.142, -1.251], [-0.078, -0.296, -1.677], [-0.435, 0.655, -0.526], [-1.431, 0.182, 0.452], [-1.229, 0.941, 1.771], [-0.030, 0.723, 2.569], [3.072, -1.574, -1.467], [2.131, -0.824, -3.033], [1.106, -1.378, -0.205], [0.086, 0.153, -2.743], [-0.994, -1.036, -1.791], [0.531, 0.792, -0.087], [-0.906, 1.635, -0.796], [-1.405, -0.806, 0.735], [-1.423, 1.929, 1.466], [-2.056, 0.624, 2.351], [0.185, -0.274, 2.630], [-0.247, 0.982, 3.578]],
  "homo_ev": -9.02,
  "lumo_ev": 1.06,
  "smiles": "C=CCCNCN",
  "gap_ha": 0.3705
}


arrangement w (0.0453 hartree below the next structure)


Arrangement w

{
  "formula": "C5H12N2",
  "method": "ωB97M-V with the def2-TZVPD basis set",
  "species": ["C", "N", "C", "C", "C", "C", "N", "H", "H", "H", "H", "H", "H", "H", "H", "H", "H", "H", "H"],
  "positions_angstrom": [[2.411, 0.336, -1.740], [1.438, 0.616, -0.961], [1.468, -0.437, 0.207], [0.030, -0.973, 0.409], [-0.952, 0.288, 0.265], [-2.375, -0.421, 0.066], [-1.048, 1.351, 1.439], [2.625, 1.184, -2.370], [3.134, -0.627, -1.910], [2.015, -0.073, 1.126], [1.974, -1.210, -0.367], [-0.176, -1.434, 1.377], [-0.346, -1.470, -0.429], [-0.773, 0.772, -0.716], [-2.193, -1.347, 0.677], [-2.524, -0.561, -1.051], [-3.167, 0.156, 0.602], [0.011, 1.644, 1.681], [-1.552, 2.207, 1.695]],
  "homo_ev": -8.55,
  "lumo_ev": 1.08,
  "smiles": "C=NCC[C@@H](C)N",
  "gap_ha": 0.3539
}


Arrangement x

{
  "formula": "C5H12N2",
  "method": "ωB97M-V with the def2-TZVPD basis set",
  "species": ["C", "C", "C", "C", "N", "C", "N", "H", "H", "H", "H", "H", "H", "H", "H", "H", "H", "H", "H"],
  "positions_angstrom": [[1.506, 0.584, 0.703], [0.007, 2.121, -1.053], [-0.888, 1.257, -0.502], [-1.065, -0.110, -0.789], [-1.543, -1.024, 0.193], [-0.461, -1.939, 0.523], [2.297, -0.557, 0.639], [0.419, 0.306, 0.643], [1.609, 1.220, 1.577], [0.031, 3.138, -0.670], [0.650, 1.878, -1.877], [-1.410, 1.602, 0.384], [-1.180, -0.527, -1.779], [-2.395, -1.493, -0.093], [-0.521, -2.287, 1.554], [0.448, -1.362, 0.388], [-0.405, -2.817, -0.149], [1.549, 1.160, -0.222], [2.826, -0.585, 1.505]],
  "homo_ev": -7.07,
  "lumo_ev": -1.68,
  "gap_ha": 0.1978
}


Arrangement y

{
  "formula": "C5H12N2",
  "method": "ωB97M-V with the def2-TZVPD basis set",
  "species": ["C", "N", "C", "C", "C", "C", "N", "H", "H", "H", "H", "H", "H", "H", "H", "H", "H", "H", "H"],
  "positions_angstrom": [[-1.047, -0.080, -2.530], [-1.041, 0.775, -1.603], [0.248, 1.246, -1.117], [0.950, 0.268, -0.158], [-0.028, -0.269, 0.906], [0.396, -1.541, 1.616], [-0.252, 0.789, 1.908], [-0.126, -0.401, -3.029], [-2.020, -0.476, -2.811], [0.086, 2.228, -0.653], [0.891, 1.501, -1.965], [1.694, 0.814, 0.419], [1.183, -0.583, -0.797], [-0.945, -0.554, 0.375], [-0.358, -2.045, 2.222], [1.272, -1.392, 2.249], [0.581, -2.286, 0.830], [-0.809, 0.420, 2.669], [-0.672, 1.585, 1.469]],
  "homo_ev": -9.03,
  "lumo_ev": 1.10,
  "smiles": "C=NCC[C@@H](C)N",
  "gap_ha": 0.3724
}


arrangement y (0.0986 hartree below the next structure)